# 1
A molecular structure, ClH6Li3O3, computed with the ωB97M-V functional and the def2-TZVPD basis.

Results
- lowest unoccupied orbital energy (eV) = -8.34
- energy relative to the best compared isomer or geometry (same formula, charge and spin) (eV) = 1.1566
- E_HOMO (eV) = -17.44
- electronic energy (eV) = -19364.19263
- HOMO-LUMO gap (eV) = 9.11
- total charge = +2

Last column: Löwdin charge in e.
Geometry (Å):
Li: 2.26 -1.50 1.56  0.82
Li: 1.56 1.96 0.09  0.84
Li: -0.39 -2.03 -1.35  0.82
Cl: 0.80 -0.40 -0.04  -0.20
O: -2.50 0.87 -0.02  -0.05
H: -1.58 0.93 -0.29  -0.06
H: -2.89 1.68 -0.34  0.06
O: 2.38 -0.50 -2.79  -0.06
H: 1.86 -1.08 -3.35  0.04
H: 1.88 -0.44 -1.97  -0.15
O: -1.39 0.44 2.73  -0.05
H: -1.04 0.29 3.60  0.04
H: -0.95 -0.21 2.18  -0.05

# 2
2 unconnected molecules or ions with the total composition C20H37N5O2, computed with the ωB97M-V functional and the def2-TZVPD basis.

Results
- lowest unoccupied orbital energy (eV) = 0.43
- energy relative to the best compared isomer or geometry (same formula, charge and spin) (eV) = 0.0000
- SMILES = CNC(=O)[C@@H](NC(C)=O)C(C)C.Cc1cc(N)nc(CCCCN(C)C)c1
- E_HOMO (eV) = -8.14
- electronic energy (eV) = -32887.34097
- HOMO-LUMO gap (eV) = 8.57

Last column: Löwdin charge in e.
Geometry (Å):
C: 0.75 6.72 1.23  -0.05
N: 0.65 5.39 0.63  0.02
C: -0.32 4.50 0.92  -0.45
O: -1.20 4.76 1.73  0.06
C: -0.25 3.14 0.19  -0.16
N: 1.13 2.69 -0.08  0.09
C: 2.09 2.50 0.83  -0.57
C: 3.39 1.93 0.33  0.00
O: 1.95 2.76 2.02  0.06
C: -1.11 2.02 0.84  -0.35
C: -2.62 2.24 0.64  -0.07
C: -0.82 0.65 0.22  -0.08
H: 1.09 6.62 2.26  0.09
H: 1.46 7.33 0.67  0.08
H: -0.23 7.20 1.23  0.09
H: 1.37 5.09 0.01  0.12
H: -0.70 3.33 -0.78  0.15
H: 1.35 2.42 -1.03  0.14
H: 4.14 2.02 1.12  0.09
H: 3.25 0.88 0.09  0.08
H: 3.72 2.47 -0.55  0.08
H: -0.90 1.97 1.91  0.14
H: -2.94 3.17 1.10  0.07
H: -2.86 2.27 -0.42  0.08
H: -3.18 1.43 1.11  0.08
H: -1.49 -0.10 0.64  0.08
H: 0.20 0.34 0.45  0.06
H: -0.94 0.69 -0.86  0.07
C: 2.72 -0.80 3.14  -0.04
C: 2.58 -1.90 2.13  -0.27
C: 3.64 -2.72 1.79  0.00
C: 3.45 -3.71 0.84  -0.43
N: 4.45 -4.57 0.49  0.11
N: 2.31 -3.94 0.21  0.16
C: 1.26 -3.16 0.53  -0.27
C: -0.05 -3.40 -0.16  -0.15
C: -0.06 -2.74 -1.55  -0.19
C: -1.42 -2.90 -2.26  -0.19
C: -2.46 -1.90 -1.74  -0.22
N: -3.80 -2.08 -2.34  -0.28
C: -3.88 -2.15 -3.81  -0.10
C: -4.82 -1.20 -1.73  -0.10
C: 1.37 -2.14 1.48  -0.01
H: 3.42 -0.04 2.78  0.07
H: 1.76 -0.31 3.33  0.08
H: 3.10 -1.20 4.09  0.08
H: 4.61 -2.60 2.25  0.12
H: 5.11 -4.78 1.22  0.10
H: 4.09 -5.34 -0.07  0.10
H: -0.21 -4.47 -0.26  0.12
H: -0.86 -3.00 0.46  0.11
H: 0.19 -1.68 -1.47  0.10
H: 0.71 -3.22 -2.16  0.11
H: -1.79 -3.92 -2.13  0.12
H: -1.26 -2.73 -3.33  0.10
H: -2.12 -0.89 -1.96  0.10
H: -2.55 -2.00 -0.66  0.11
H: -3.46 -1.24 -4.26  0.08
H: -4.93 -2.24 -4.14  0.08
H: -3.34 -3.02 -4.20  0.07
H: -4.82 -1.31 -0.64  0.08
H: -5.82 -1.47 -2.09  0.08
H: -4.62 -0.16 -1.98  0.07
H: 0.49 -1.54 1.72  0.10

# 3
C5H7NO in the gas phase, computed with the ωB97M-V functional and the def2-TZVPD basis.

Results
- lowest unoccupied orbital energy (spin up / spin down) (eV) = -0.50 / -0.50
- energy relative to the best compared isomer or geometry (same formula, charge and spin) (eV) = 4.5979
- SMILES = O=C/C=N/C1CC1
- E_HOMO (spin up / spin down) (eV) = -8.51 / -8.51
- electronic energy (eV) = -8831.60492
- HOMO-LUMO gap (spin up / spin down) (eV) = 8.01 / 8.01

Last column: Löwdin charge in e.
Geometry (Å):
O: 0.43 1.68 1.68  0.02
C: 1.14 1.76 0.69  -0.25
C: 0.74 1.22 -0.61  -0.16
N: -0.49 0.91 -0.88  0.07
C: -0.68 -0.52 -1.00  -0.25
C: -0.05 -1.53 -0.04  -0.10
C: -1.14 -0.64 0.47  -0.10
H: 2.21 1.99 0.79  0.11
H: 1.55 0.80 -1.21  0.12
H: -1.25 -0.94 -1.83  0.13
H: 0.94 -1.42 0.38  0.10
H: -0.37 -2.56 -0.19  0.10
H: -0.80 0.14 1.16  0.09
H: -2.17 -0.90 0.63  0.11

# 4
A gas-phase ion, C7H11N4O2S (charge +1), computed with the ωB97M-V functional and the def2-TZVPD basis.

Results
- lowest unoccupied orbital energy (eV) = -4.83
- energy relative to the best compared isomer or geometry (same formula, charge and spin) (eV) = 1.1428
- SMILES = Cc1c[nH+]c(C#N)n1S(=O)(=O)N(C)C
- E_HOMO (eV) = -13.86
- electronic energy (eV) = -28318.54581
- HOMO-LUMO gap (eV) = 9.03
- total charge = +1

Last column: Löwdin charge in e.
Geometry (Å):
C: 1.41 1.68 -1.43  0.02
C: -0.03 1.26 -1.42  -0.24
C: -1.14 2.02 -1.73  0.01
N: -2.23 1.29 -1.50  0.20
C: -1.86 0.08 -1.02  -0.16
C: -2.60 -0.94 -0.49  -0.16
N: -3.38 -1.69 -0.13  0.27
N: -0.44 0.07 -0.91  0.03
S: 0.53 -1.29 -0.32  0.69
O: -0.40 -2.34 -0.53  -0.23
O: 1.76 -1.20 -1.07  -0.22
N: 0.68 -1.04 1.25  -0.33
C: -0.29 -1.57 2.16  -0.07
C: 1.94 -0.42 1.86  0.00
H: 1.97 0.83 -1.69  0.05
H: 1.61 2.58 -2.13  0.14
H: 1.60 1.88 -0.37  0.09
H: -0.98 2.98 -2.05  0.13
H: -3.07 1.81 -1.52  0.19
H: -1.26 -2.03 1.68  0.13
H: 0.16 -2.38 2.58  0.07
H: -0.58 -0.79 2.86  0.11
H: 2.70 -0.37 0.99  0.12
H: 1.83 0.63 2.22  0.10
H: 2.08 -1.03 2.72  0.08